The following is a quantum chemistry calculation of a cluster of 2 separate species, CH5NS in total at a distorted geometry, from the Open Molecules 2025 dataset.

Last column: Löwdin charge in e.
CARTESIAN COORDINATES (ANGSTROEM)
S: -4.9191 -0.0177 1.8176  0.395
H: -5.6439 1.1820 1.7836  -0.190
C: 2.8866 -0.0165 -0.8221  -0.187
N: 4.1258 0.1531 -0.4652  -0.017
H: 2.4845 -0.6076 -1.6870  0.054
H: 2.0217 -0.0789 -0.0107  0.085
H: -5.6388 -0.3320 0.6752  -0.205
H: 4.6832 -0.2823 -1.2913  0.065

Electronic energy (eV): -13441.58680
Spin multiplicity: 1
SMILES: C=N.S
E_HOMO (eV): -9.83
Orbital gap (eV): 10.76
Relative energy (zero: lowest compared OMol25 entry of this formula, charge and spin) (kcal per mole): 25.5